Record 1
Below is C8H26K2N10O9 as an isolated structure, with properties calculated with wB97M-V/def2-TZVPD.

Calculated values
molar mass: 484.55 g/mol
energy above the lowest of the compared OMol25 structures with the same formula, charge and spin: 0.000 eV
orbital gap: 8.02 eV
E_LUMO: -0.0456 Eh
HOMO energy: -9.3 eV
E_tot: -74705.645 eV

Geometry as ORCA input:
```
! RIJCOSX wB97M-V def2-TZVPD def2/J DEFGRID3
* xyz 0 1
K 1.57190 2.94772 -0.73237
K 1.06761 -0.41343 3.00033
C 0.30871 -0.04943 -0.19784
O 0.57071 0.23213 -1.42897
O 0.79055 -1.13460 0.28424
O -0.24031 0.83334 0.56451
C 0.19993 5.19254 2.45320
C -0.57103 3.97784 1.97032
O 0.16075 2.79325 2.35608
H 1.26066 5.03703 2.24861
H 0.02096 5.38059 3.50733
H -0.10860 6.06910 1.87976
H -0.72233 3.98893 0.88349
H -1.55754 3.90361 2.43049
H -0.14747 2.06193 1.78822
C -2.99422 2.88233 -0.58226
O -3.76583 3.79133 -0.84163
N -1.91407 2.60138 -1.38671
N -3.06470 2.11437 0.54182
H -1.28779 1.84203 -1.14788
H -1.82136 3.20765 -2.17954
H -3.89841 2.12012 1.09491
H -2.25669 1.55794 0.75263
C 3.17809 -3.19252 2.22249
O 3.47299 -2.07972 2.67475
N 3.64548 -4.33956 2.81037
N 2.47764 -3.34749 1.08566
H 4.20540 -4.20074 3.63072
H 3.17138 -5.20863 2.64903
H 2.33071 -4.24866 0.66385
H 2.02998 -2.56648 0.62425
C 0.37207 1.09620 -4.73582
O 0.33823 1.56661 -5.86316
N 1.17710 1.62709 -3.74788
N -0.37585 0.03445 -4.33317
H 1.88650 2.27460 -4.02906
H 1.12807 1.17557 -2.83696
H -1.09460 -0.37209 -4.89803
H -0.26609 -0.28857 -3.38081
C -2.42413 -2.02734 2.39319
O -3.20248 -2.75932 2.97303
N -1.22595 -2.46413 1.87471
N -2.61803 -0.67708 2.27257
H -0.70798 -1.85495 1.24583
H -1.10113 -3.45622 1.95693
H -1.98979 -0.12275 1.71903
H -3.53052 -0.35952 2.54098
C 0.94685 -3.61680 -2.39963
O 0.90298 -4.61314 -3.10043
N 0.20202 -3.46892 -1.25379
N 1.74122 -2.53510 -2.64095
H -0.56738 -4.08205 -1.06251
H 0.34855 -2.65008 -0.66912
H 1.53776 -1.62254 -2.25698
H 2.40948 -2.55782 -3.38783
*
```

***

Record 2
Below is C9H27AgO11 as an isolated structure, with properties calculated with wB97M-V/def2-TZVPD.

Calculated values
molar mass: 419.17 g/mol
orbital gap (alpha / beta): 7.41 / 2.96 eV
E_LUMO (alpha / beta): -0.1733 / -0.3346 Eh
HOMO energy (alpha / beta): -12.1 / -12.1 eV
E_tot: -36279.192 eV

Geometry as ORCA input:
```
! RIJCOSX wB97M-V def2-TZVPD def2/J DEFGRID3
* xyz 1 2
Ag -1.52688 -0.60734 3.94801
O 0.88872 1.04303 1.20739
C -0.23961 0.40487 0.82081
O -0.58242 0.40618 -0.38719
O -1.05658 0.01399 1.68267
H 1.20023 1.03209 0.29940
C -2.10246 3.41339 0.63863
O -1.45308 3.32087 -0.66890
H -2.32337 4.47028 0.78794
H -3.00362 2.82696 0.45941
H -1.51850 3.01063 1.46620
H -1.10342 2.42968 -0.74041
C 3.16987 3.59607 2.68601
O 1.83689 3.04406 2.86461
H 3.54613 3.28821 1.71043
H 3.12587 4.68300 2.75489
H 3.81809 3.09893 3.40766
H 1.78856 2.21506 2.38293
C 3.84907 -1.39945 -0.80525
C 4.33313 0.03493 -0.86801
O 3.54345 0.74150 0.06129
O 3.98491 -1.74783 0.58173
H 4.16924 -2.06013 -1.61091
H 2.81111 -1.29416 -1.12094
H 4.20066 0.55079 -1.81903
H 5.37076 0.12020 -0.54529
H 3.41991 0.17450 0.82605
H 3.48103 -2.56389 0.62348
C -0.46737 -1.30166 -3.56482
C -1.95151 -1.19077 -3.24439
O -2.54637 -0.14417 -3.97848
O 0.20970 -0.14598 -3.13247
H -0.21304 -1.46159 -4.61259
H -0.13242 -2.18001 -3.01310
H -2.11610 -1.12951 -2.16863
H -2.54530 -2.05988 -3.52752
H -1.86431 0.41526 -4.35719
H 0.07545 -0.09626 -2.18320
C -2.82428 -3.03105 1.65630
C -3.61764 -2.28368 0.58678
O -3.47113 -0.87225 0.52562
O -3.17544 -2.62448 2.98663
H -1.74020 -2.95703 1.57033
H -3.06958 -4.02111 1.27197
H -4.67074 -2.55396 0.66450
H -3.43783 -2.57290 -0.44865
H -2.58159 -0.66522 0.82135
H -3.48820 -3.37012 3.50413
*
```

***

Record 3
Below is a 11-piece molecular cluster, C42H109N3O14 overall, with properties calculated with wB97M-V/def2-TZVPD.

Calculated values
molar mass: 880.34 g/mol
energy above the lowest of the compared OMol25 structures with the same formula, charge and spin: 1.614 eV
orbital gap: 8.79 eV
E_LUMO: 0.0206 Eh
HOMO energy: -8.2 eV
SMILES: COCCNCCOC.COCCNCCOC.COCCNCCOC.CC(C)O.CC(C)O.CC(C)O.CC(C)O.CC(C)O.CC(C)O.CC(C)O.CC(C)O
E_tot: -78452.221 eV

Geometry as ORCA input:
```
! RIJCOSX wB97M-V def2-TZVPD def2/J DEFGRID3
* xyz 0 1
C -19.47150 -0.23747 13.47043
O -19.50265 -1.62739 13.69951
C -20.42877 -2.04825 14.68396
C -20.46503 -3.57003 14.75864
N -19.16503 -4.04548 15.25157
C -18.97703 -5.42975 15.07428
C -18.70877 -5.75508 13.60544
O -17.54964 -5.10300 13.10864
C -17.55888 -5.03583 11.69432
H -20.38646 0.13527 12.94735
H -18.61435 -0.11762 12.81601
H -19.35304 0.32039 14.40300
H -21.40851 -1.79495 14.29049
H -20.19951 -1.63414 15.71509
H -20.73114 -4.03392 13.80567
H -21.23146 -3.91937 15.47740
H -18.41263 -3.56001 14.76918
H -19.88720 -5.95547 15.39244
H -18.18064 -5.81504 15.71677
H -19.62835 -5.40307 13.11164
H -18.69585 -6.86183 13.47184
H -17.57714 -6.05115 11.24077
H -16.67169 -4.43073 11.39489
H -18.38842 -4.45021 11.32882
C -24.50421 3.25499 25.38910
O -23.73357 2.47876 24.43584
C -23.27146 3.30678 23.40840
C -22.49070 2.56373 22.31547
N -23.25260 1.43619 21.68907
C -22.94206 0.17817 22.32624
C -23.61099 -0.98718 21.58178
O -25.02525 -0.87716 21.71721
C -25.80679 -1.98760 21.30756
H -23.79159 3.92389 25.88443
H -25.02643 2.60830 26.14636
H -25.27298 3.89800 24.87436
H -22.67523 4.13534 23.86862
H -24.11782 3.85400 22.97839
H -21.49619 2.22031 22.64643
H -22.14654 3.31365 21.59469
H -24.26294 1.67676 21.71739
H -23.31415 0.20153 23.33990
H -21.89833 0.00978 22.26290
H -23.19146 -1.90100 22.01224
H -23.34049 -0.98718 20.50590
H -26.84039 -1.76373 21.57711
H -25.49749 -2.89655 21.80136
H -25.69930 -2.09853 20.20005
C -22.59128 11.70617 19.09262
O -22.30110 10.76345 20.09565
C -21.04706 10.86906 20.64761
C -20.84441 9.68723 21.63323
N -21.03409 8.47514 20.87156
C -20.81309 7.20713 21.48511
C -21.18730 6.06666 20.48040
O -22.53396 6.36599 20.09052
C -22.99116 5.57925 19.01638
H -23.53890 11.42752 18.68364
H -21.84421 11.70610 18.30088
H -22.65563 12.73841 19.49109
H -20.88704 11.83521 21.13496
H -20.26376 10.68744 19.90082
H -21.58167 9.81698 22.43134
H -19.88510 9.79166 22.12790
H -21.92266 8.47737 20.37315
H -21.43821 7.16142 22.47038
H -19.77247 7.11734 21.81530
H -21.20142 5.09311 21.04077
H -20.43685 6.06121 19.62234
H -22.19599 5.44681 18.28849
H -23.80135 6.11633 18.52318
H -23.31343 4.63465 19.39779
C -23.91557 1.04650 12.54802
C -24.68397 2.36892 12.41113
C -25.39832 2.70395 13.70226
O -23.81199 3.51410 12.17812
H -23.28183 1.09812 13.44303
H -23.31123 0.78827 11.66002
H -24.62799 0.21902 12.74477
H -25.42658 2.22815 11.63093
H -25.89379 3.67770 13.58682
H -24.67717 2.90475 14.52926
H -26.06332 1.90979 13.98727
H -23.21550 3.30584 11.43495
C -26.72696 2.86371 19.50395
C -27.56390 1.65837 19.69924
C -27.33414 0.63058 18.58369
O -27.35178 1.16994 21.02036
H -26.99677 3.34969 18.58601
H -25.67439 2.55516 19.43393
H -26.84950 3.62190 20.28831
H -28.62433 1.90277 19.69108
H -26.33361 0.25738 18.58313
H -27.42684 1.13922 17.59666
H -28.04733 -0.15052 18.61540
H -26.54038 0.62533 21.13302
C -17.30894 2.56712 15.94643
C -16.66020 3.79237 16.55674
C -16.03518 4.64686 15.49558
O -17.54558 4.61818 17.29501
H -17.69448 1.84023 16.68856
H -16.63940 1.95949 15.34263
H -18.14215 2.74618 15.24875
H -15.84587 3.45503 17.24350
H -16.76883 5.11452 14.81933
H -15.36960 4.00449 14.88504
H -15.47409 5.42075 15.98298
H -17.77141 4.16409 18.11316
C -23.35494 6.04867 14.67414
C -21.91406 6.01922 14.30310
C -20.91341 6.29975 15.43926
O -21.58394 4.75607 13.70246
H -24.00434 5.94641 13.82634
H -23.59973 6.98916 15.16883
H -23.60225 5.24075 15.41895
H -21.74326 6.85734 13.62267
H -21.18120 5.68162 16.34215
H -20.79412 7.37341 15.66875
H -19.90230 5.99638 15.16402
H -22.43126 4.51222 13.22302
C -25.03424 -1.98115 16.73629
C -24.13341 -3.18454 16.55451
C -22.87500 -3.21840 17.51950
O -24.99272 -4.34248 16.66570
H -25.93484 -2.03515 16.10735
H -24.49062 -1.09144 16.44111
H -25.32535 -1.82443 17.77243
H -23.74071 -3.20922 15.51887
H -22.27249 -2.30531 17.52093
H -22.22658 -4.07966 17.30466
H -23.16739 -3.37587 18.54825
H -24.55745 -5.09726 17.11776
C -21.24164 2.45433 17.09417
C -22.34665 2.21998 18.08454
C -23.05700 0.90303 17.74109
O -21.77664 2.25908 19.38933
H -20.72593 3.40299 17.25282
H -21.56022 2.52239 16.06497
H -20.49353 1.67403 17.12465
H -23.01907 3.04118 18.00018
H -22.20679 0.14262 17.78578
H -23.55702 0.84874 16.76407
H -23.79751 0.56652 18.42923
H -22.43508 1.86042 20.03367
C -19.66809 -2.47681 22.02036
C -19.59551 -2.27868 20.47994
C -19.85065 -3.63313 19.78560
O -20.59923 -1.37299 19.93534
H -19.72435 -1.46302 22.46083
H -18.79010 -3.01783 22.36467
H -20.54803 -3.07783 22.28463
H -18.60418 -1.95548 20.15196
H -19.86221 -3.58032 18.72287
H -20.82013 -4.01526 20.08797
H -19.16187 -4.46463 19.96172
H -20.31073 -0.46961 20.20402
C -18.64869 3.32038 20.81106
C -18.40229 1.85144 20.46308
C -17.55838 1.17130 21.46120
O -19.62576 1.09933 20.48340
H -17.74032 3.90331 20.86364
H -19.18492 3.45223 21.73769
H -19.36842 3.73410 20.09540
H -17.96810 1.75696 19.44091
H -16.54261 1.63530 21.60487
H -17.35050 0.16038 21.11949
H -18.05721 1.10461 22.42743
H -20.36346 1.59843 20.04855
*
```

***

Record 4
Below is a 2-piece molecular cluster, C4H9NO2 overall, with properties calculated with wB97M-V/def2-TZVPD.

Calculated values
molar mass: 103.12 g/mol
energy above the lowest of the compared OMol25 structures with the same formula, charge and spin: 5.187 eV
orbital gap: 10.34 eV
E_LUMO: 0.0201 Eh
HOMO energy: -9.8 eV
E_tot: -9874.874 eV

Geometry as ORCA input:
```
! RIJCOSX wB97M-V def2-TZVPD def2/J DEFGRID3
* xyz 0 1
C -1.94020 2.25369 0.17657
N -1.00381 1.15834 0.04752
C 0.09941 1.23410 0.63692
O 1.05717 0.23999 0.59900
C 0.66091 -0.97548 0.09918
C 1.58287 -1.67024 -0.85301
O 0.93016 -2.86084 -1.14713
H -2.17219 2.63315 -0.82321
H -2.86928 1.87146 0.61401
H -1.55796 3.07699 0.79717
H 0.48528 2.05289 1.24997
H 0.55350 -2.32200 1.09201
H -0.38614 -0.93771 -0.20756
H 1.64885 -0.99333 -1.71867
H 2.60038 -1.76292 -0.43795
H 0.31104 -2.99809 -0.12481
*
```